No. 1
{
  "formula": "C7H13N4O2S",
  "method": "ωB97M-V/def2-TZVPD",
  "homo_ev": [-9.6, -12.8],
  "multiplicity": 3,
  "charge": 1,
  "gap_ev": [6.57, 5.88],
  "symbols": ["C", "C", "C", "C", "C", "C", "C", "N", "N", "N", "N", "O", "O", "S", "H", "H", "H", "H", "H", "H", "H", "H", "H", "H", "H", "H", "H"],
  "xyz": [[-3.062, 1.139, 0.392], [-1.769, 1.168, -0.054], [-2.340, -0.925, -0.011], [-0.905, 2.281, -0.228], [-2.396, -2.351, -0.205], [3.493, 0.596, 0.324], [1.317, -0.709, 0.868], [2.586, 1.122, -2.127], [-1.344, -0.124, -0.264], [-3.370, -0.189, 0.506], [2.141, 0.203, 0.001], [0.292, 2.266, -0.493], [1.663, -2.048, 0.748], [1.417, 0.652, -1.346], [-3.708, 1.965, 0.637], [-1.438, 3.257, -0.219], [-3.307, -2.791, -0.751], [-1.407, -2.556, -0.799], [-2.127, -2.908, 0.839], [3.894, 0.309, 1.308], [4.112, 0.384, -0.480], [3.581, 1.683, 0.476], [1.466, -0.330, 1.859], [0.289, -0.679, 0.557], [2.570, -2.349, 0.709], [2.528, 1.601, -3.087], [-4.176, -0.670, 0.838]],
  "nbo_charge": [0.042, 0.171, 0.555, 0.158, -0.734, -0.453, 0.083, -1.018, -0.532, -0.554, -0.634, -0.608, -0.734, 1.514, 0.243, 0.152, 0.289, 0.283, 0.299, 0.240, 0.235, 0.230, 0.169, 0.228, 0.499, 0.438, 0.439]
}



No. 2
{
  "formula": "C2H6NS",
  "method": "ωB97M-V/def2-TZVPD",
  "homo_ev": [4.2, -0.2],
  "multiplicity": 2,
  "charge": -2,
  "gap_ev": [2.48, 6.86],
  "symbols": ["S", "H", "C", "C", "N", "H", "H", "H", "H", "H"],
  "xyz": [[1.481, 1.790, -0.775], [1.573, 2.933, -1.617], [-1.940, -1.136, 1.271], [-0.102, -1.215, -0.162], [-0.946, -1.849, 0.585], [-2.400, -0.355, 0.626], [-1.833, -0.673, 2.249], [-2.856, -1.785, 1.500], [0.051, -0.150, -0.231], [0.645, -1.560, -0.877]],
  "nbo_charge": [-1.070, 0.075, -1.143, -0.095, -0.470, 0.142, 0.183, 0.064, 0.177, 0.138]
}



No. 3
{
  "formula": "C3H11NO",
  "method": "ωB97M-V/def2-TZVPD",
  "homo_ev": -9.5,
  "charge": 0,
  "gap_ev": 10.37,
  "smiles": "CCNC.O",
  "symbols": ["C", "C", "N", "C", "H", "H", "H", "H", "H", "H", "H", "H", "H", "H", "H", "O"],
  "xyz": [[1.836, -0.241, -0.466], [0.457, -0.428, -1.078], [-0.607, -0.379, -0.054], [-1.358, -1.635, -0.004], [2.033, 0.787, -0.131], [2.630, -0.520, -1.150], [1.978, -0.892, 0.397], [0.444, -1.419, -1.518], [0.350, 0.267, -1.905], [-1.255, 0.332, -0.373], [-2.053, -1.762, -0.833], [-0.639, -2.433, 0.150], [-1.872, -1.658, 0.965], [0.187, 1.480, 1.028], [-1.065, 2.225, 1.497], [-0.117, 2.340, 1.343]],
  "nbo_charge": [-0.616, -0.233, -0.648, -0.421, 0.205, 0.209, 0.208, 0.177, 0.190, 0.354, 0.181, 0.197, 0.201, 0.483, 0.464, -0.952]
}



No. 4
{
  "formula": "C5H14",
  "method": "ωB97M-V/def2-TZVPD",
  "homo_ev": -11.1,
  "charge": 0,
  "gap_ev": 12.22,
  "smiles": "CCC.CC",
  "symbols": ["C", "C", "H", "H", "H", "H", "H", "H", "C", "C", "C", "H", "H", "H", "H", "H", "H", "H", "H"],
  "xyz": [[1.341, -1.462, 0.904], [0.919, -2.855, 1.392], [0.535, -0.740, 0.818], [2.106, -0.962, 1.490], [1.748, -1.516, -0.112], [1.787, -3.404, 1.711], [0.345, -3.321, 0.601], [0.289, -2.693, 2.269], [-0.265, 1.678, -0.628], [-1.487, 2.539, -0.197], [-0.586, 0.499, -1.557], [0.251, 1.348, 0.233], [0.372, 2.328, -1.199], [-2.405, 1.970, -0.295], [-1.434, 2.904, 0.823], [-1.548, 0.348, -2.055], [-0.530, -0.355, -0.881], [-1.555, 3.317, -0.942], [0.118, 0.376, -2.378]],
  "nbo_charge": [-0.603, -0.607, 0.195, 0.202, 0.199, 0.207, 0.206, 0.201, -0.397, -0.606, -0.624, 0.196, 0.195, 0.200, 0.208, 0.210, 0.205, 0.205, 0.208]
}



No. 5
{
  "formula": "H26O13",
  "method": "ωB97M-V/def2-TZVPD",
  "homo_ev": -11.0,
  "charge": 0,
  "gap_ev": 10.29,
  "symbols": ["H", "H", "H", "H", "H", "H", "H", "H", "H", "H", "H", "H", "H", "H", "H", "H", "H", "H", "H", "H", "H", "H", "H", "H", "H", "H", "O", "O", "O", "O", "O", "O", "O", "O", "O", "O", "O", "O", "O"],
  "xyz": [[-0.508, -0.407, -0.158], [0.946, -0.939, -0.447], [-1.331, 2.078, 3.259], [-2.233, 3.196, 3.402], [-2.658, 1.227, 0.673], [-2.802, -0.009, -0.329], [-1.897, 2.216, -4.182], [-0.491, 2.397, -3.870], [3.203, -2.581, 2.859], [1.893, -2.309, 2.079], [1.525, 4.474, -0.463], [1.913, 3.068, -1.000], [-2.133, -3.557, -4.343], [-2.279, -2.643, -3.150], [-0.947, -1.577, 1.874], [-2.013, -2.045, 0.967], [1.335, 0.278, 3.624], [0.663, 0.127, 2.280], [0.290, 0.664, -3.401], [0.973, -0.474, -4.260], [2.038, -4.260, -1.702], [1.058, -4.192, -0.585], [-3.976, 3.192, 0.341], [-2.484, 2.954, 0.779], [4.328, 0.677, 2.681], [4.470, -0.321, 1.530], [0.043, -0.780, -0.842], [-1.867, 2.557, 3.933], [-2.699, 0.272, 0.619], [-1.265, 1.827, -3.649], [2.473, -2.987, 2.422], [2.204, 3.920, -0.897], [-1.986, -2.646, -4.062], [-1.805, -1.868, 1.916], [1.403, -0.144, 2.752], [1.003, 0.452, -4.036], [1.869, -4.597, -0.788], [-3.329, 3.290, 1.070], [4.095, 0.549, 1.754]],
  "nbo_charge": [0.471, 0.484, 0.447, 0.464, 0.463, 0.477, 0.470, 0.479, 0.465, 0.475, 0.469, 0.467, 0.469, 0.465, 0.445, 0.459, 0.484, 0.455, 0.489, 0.477, 0.463, 0.460, 0.489, 0.454, 0.465, 0.468, -0.959, -0.911, -0.946, -0.944, -0.941, -0.936, -0.933, -0.903, -0.938, -0.971, -0.923, -0.935, -0.933]
}



No. 6
{
  "formula": "C5H12N2O",
  "method": "ωB97M-V/def2-TZVPD",
  "homo_ev": -9.0,
  "charge": 0,
  "gap_ev": 9.83,
  "smiles": "C=CC(O)(CN)CN",
  "symbols": ["C", "C", "C", "C", "C", "H", "H", "H", "H", "H", "H", "H", "H", "H", "H", "H", "H", "N", "N", "O"],
  "xyz": [[1.541, -0.686, 0.446], [0.497, -0.037, -0.334], [-0.307, 1.049, 0.526], [-0.853, -0.714, -0.794], [-1.860, -1.053, 0.115], [0.834, -2.364, 1.553], [1.536, -0.900, 2.643], [2.381, -1.306, -0.304], [2.015, 0.345, 0.648], [0.837, 1.655, -1.877], [-0.840, 0.734, 1.572], [0.537, 1.633, 0.926], [-1.993, 0.979, -0.782], [-1.910, 2.509, 0.174], [-0.905, -1.133, -1.709], [-2.796, -1.570, -0.314], [-1.973, -0.529, 1.130], [0.957, -1.240, 1.626], [-1.227, 1.712, -0.420], [1.258, 0.661, -1.482]],
  "nbo_charge": [-0.259, 0.214, -0.254, -0.195, -0.417, 0.391, 0.385, 0.198, 0.222, 0.508, 0.194, 0.195, 0.397, 0.359, 0.197, 0.206, 0.211, -0.875, -0.892, -0.783]
}



No. 7
{
  "formula": "C2HGdO3",
  "method": "ωB97M-V/def2-TZVPD",
  "homo_ev": [-22.6, -25.4],
  "multiplicity": 9,
  "charge": 3,
  "gap_ev": [6.41, 5.30],
  "symbols": ["O", "O", "O", "C", "C", "Gd", "H"],
  "xyz": [[0.177, -0.762, 1.266], [-0.678, 2.404, 0.993], [0.081, -0.415, -0.816], [-0.429, 1.354, 0.598], [0.243, 0.138, 0.330], [0.569, -1.100, -2.985], [0.036, -1.619, 0.614]],
  "lowdin_charge": [0.295, 0.461, -0.217, 0.179, -0.411, 2.424, 0.269]
}



No. 8
{
  "formula": "C46H42BBaN14O2S4",
  "method": "ωB97M-V/def2-TZVPD",
  "homo_ev": [-3.0, -3.0],
  "multiplicity": 2,
  "charge": -2,
  "gap_ev": [6.83, 4.66],
  "symbols": ["Ba", "C", "C", "C", "C", "N", "N", "B", "N", "C", "C", "C", "C", "N", "N", "C", "C", "C", "C", "N", "N", "C", "C", "C", "C", "N", "H", "H", "H", "H", "H", "H", "H", "H", "H", "H", "H", "H", "H", "H", "H", "H", "H", "H", "H", "H", "S", "C", "N", "C", "C", "C", "C", "C", "C", "S", "H", "H", "H", "H", "S", "C", "N", "C", "C", "C", "C", "N", "C", "C", "H", "H", "H", "H", "H", "H", "H", "S", "C", "N", "O", "C", "N", "C", "C", "O", "N", "C", "C", "C", "C", "C", "C", "C", "C", "C", "C", "C", "C", "H", "H", "H", "H", "H", "H", "H", "H", "H", "H", "H"],
  "xyz": [[0.301, 0.151, 0.554], [-1.167, 0.710, 4.303], [-1.099, 1.965, 3.499], [-1.910, 3.110, 3.603], [-1.461, 3.946, 2.607], [-0.437, 3.332, 1.978], [-0.224, 2.117, 2.516], [0.341, 3.918, 0.778], [1.824, 3.486, 0.769], [2.845, 4.252, 0.326], [4.005, 3.524, 0.450], [3.598, 2.288, 0.988], [4.461, 1.145, 1.401], [2.281, 2.280, 1.153], [-0.330, 3.482, -0.541], [-1.135, 4.169, -1.374], [-1.542, 3.312, -2.370], [-0.948, 2.081, -2.056], [-1.106, 0.786, -2.777], [-0.218, 2.200, -0.954], [0.354, 5.457, 0.998], [0.908, 5.987, 2.111], [0.737, 7.350, 2.062], [0.048, 7.574, 0.855], [-0.400, 8.890, 0.302], [-0.172, 6.429, 0.229], [-1.787, 0.851, 5.187], [-0.167, 0.402, 4.612], [-1.601, -0.089, 3.698], [-2.716, 3.287, 4.295], [-1.815, 4.919, 2.310], [2.693, 5.254, -0.040], [5.005, 3.834, 0.194], [5.471, 1.258, 1.007], [4.049, 0.201, 1.050], [4.505, 1.076, 2.488], [-1.343, 5.208, -1.206], [-2.185, 3.533, -3.206], [-1.490, 0.955, -3.783], [-1.816, 0.151, -2.240], [-0.157, 0.252, -2.838], [1.377, 5.362, 2.853], [1.055, 8.086, 2.782], [-0.069, 9.696, 0.956], [-1.488, 8.933, 0.225], [0.010, 9.057, -0.695], [3.167, -1.220, 3.743], [1.671, -1.906, 4.075], [0.644, -1.963, 3.287], [-0.381, -2.718, 3.789], [-1.585, -2.995, 3.135], [-2.520, -3.785, 3.773], [-2.289, -4.302, 5.051], [-1.105, -4.035, 5.719], [-0.157, -3.249, 5.079], [1.418, -2.779, 5.630], [-1.758, -2.590, 2.143], [-3.453, -4.000, 3.267], [-3.045, -4.916, 5.525], [-0.910, -4.423, 6.711], [-4.861, 0.955, 0.743], [-3.258, 0.726, 0.724], [-2.093, 0.590, 0.718], [6.155, 0.318, -3.752], [4.906, 0.318, -2.914], [4.621, -0.738, -2.059], [3.471, -0.693, -1.287], [2.605, 0.315, -1.329], [2.867, 1.320, -2.157], [4.000, 1.373, -2.952], [6.429, -0.701, -4.025], [6.983, 0.756, -3.191], [6.018, 0.908, -4.659], [5.279, -1.596, -1.995], [3.240, -1.511, -0.612], [2.133, 2.119, -2.178], [4.171, 2.226, -3.599], [3.148, -3.863, 1.604], [4.522, -4.413, 0.893], [5.497, -4.809, 0.391], [1.516, -2.029, -2.868], [0.462, -2.340, -2.337], [-0.408, -3.266, -2.899], [-1.617, -3.394, -2.130], [-1.259, -2.432, -0.946], [-1.997, -2.275, 0.015], [-0.078, -1.848, -1.170], [-2.834, -2.805, -2.833], [-4.074, -2.840, -2.197], [-5.184, -2.263, -2.789], [-5.079, -1.652, -4.032], [-3.850, -1.617, -4.670], [-2.732, -2.183, -4.072], [-1.871, -4.824, -1.682], [-1.464, -5.279, -0.433], [-1.705, -6.592, -0.052], [-2.336, -7.471, -0.918], [-2.732, -7.028, -2.173], [-2.505, -5.713, -2.548], [-0.135, -3.900, -3.626], [-4.152, -3.302, -1.221], [-6.136, -2.277, -2.273], [-5.948, -1.198, -4.492], [-3.758, -1.133, -5.636], [-1.772, -2.131, -4.567], [-0.970, -4.604, 0.254], [-1.406, -6.926, 0.934], [-2.525, -8.495, -0.619], [-3.234, -7.704, -2.854], [-2.832, -5.364, -3.521]],
  "lowdin_charge": [1.727, -0.024, -0.370, -0.025, -0.073, 0.002, -0.013, -0.668, 0.001, -0.083, -0.038, -0.367, -0.051, 0.040, 0.019, -0.066, -0.023, -0.370, -0.026, -0.088, -0.020, -0.096, -0.038, -0.373, -0.054, 0.112, 0.076, 0.070, 0.065, 0.092, 0.121, 0.119, 0.089, 0.077, 0.038, 0.044, 0.088, 0.091, 0.079, 0.074, 0.062, 0.132, 0.087, 0.064, 0.069, 0.068, 0.598, -1.191, 0.001, -0.329, -0.004, -0.082, -0.108, -0.115, -0.492, 0.964, 0.090, 0.103, 0.091, 0.096, 0.396, -1.015, -0.201, -0.056, -0.272, -0.014, -0.165, -0.005, -0.139, -0.028, 0.075, 0.079, 0.070, 0.117, 0.094, 0.103, 0.104, 0.527, -0.979, -0.008, 0.030, -0.567, 0.140, -0.283, -0.505, 0.000, -0.012, -0.155, -0.015, -0.074, -0.105, -0.098, -0.040, -0.132, 0.002, -0.075, -0.110, -0.098, -0.036, 0.147, 0.125, 0.100, 0.091, 0.093, 0.109, 0.117, 0.102, 0.091, 0.092, 0.116]
}



> Which formula does entry 8 have?

C46H42BBaN14O2S4